(1)
{
  "formula": "C5H7N5",
  "method": "the ωB97M-V functional and the def2-TZVPD basis",
  "symbols": ["C", "C", "N", "H", "H", "H", "N", "N", "C", "C", "H", "H", "H", "N", "H", "C", "N"],
  "coordinates": [[0.63297, 0.48949, 0.26808], [1.69516, 1.08504, -0.37640], [-1.76592, 0.72545, 0.59701], [-0.57839, 2.30278, -0.07116], [3.46105, -0.07171, -0.16669], [-2.86425, -1.90513, 2.02281], [2.93283, 0.67200, -0.59153], [-1.45355, -1.47559, -0.07845], [-0.63133, 1.21408, 0.26974], [-1.99036, -0.56517, 0.92753], [3.57217, 1.31650, -1.07444], [1.59937, 2.00379, -0.98334], [0.77965, -0.50310, 0.77750], [-0.39063, -0.90095, -2.21367], [-1.49621, -2.40474, -0.02872], [-0.81432, -1.06319, -1.14943], [-2.68823, -0.91954, 1.87116]],
  "lumo_energy_ha": 0.02261,
  "homo_lumo_gap_ha": 0.33412,
  "e_above_lowest_ev": 2.154,
  "smiles": "[H]/N=C(/N=C\\C=C\\N)NC#N"
}


(2)
{
  "formula": "C5H11CuO5PS2",
  "method": "the ωB97M-V functional and the def2-TZVPD basis",
  "symbols": ["H", "H", "O", "C", "H", "H", "P", "O", "H", "O", "C", "S", "H", "O", "Cu", "S", "O", "C", "H", "H", "H", "H", "C", "H", "C"],
  "coordinates": [[0.44302, 1.80684, -0.47873], [0.48709, -2.27232, 0.49544], [1.81637, 0.57327, -2.05428], [0.70604, -0.09640, 0.41118], [-0.20655, 2.42252, 1.59614], [-0.63746, 0.27090, -2.00106], [2.08009, -0.36309, -0.80516], [-1.58838, -2.65786, -0.94232], [-1.66928, 1.53562, -1.44576], [1.97879, -1.84763, -1.36376], [-0.07129, -1.38416, 0.74896], [-1.68840, -1.61214, -0.00470], [-0.26350, -1.41137, 1.81050], [-2.17618, -0.25206, -0.67122], [0.04221, 1.18160, 3.29940], [3.77094, -0.01996, 0.04538], [-2.57356, -1.86389, 1.06169], [-0.91858, 1.71577, 1.13250], [-1.24442, 0.97679, 1.88384], [1.22128, 0.20363, 1.32093], [2.57368, 1.18594, -2.13223], [1.04179, -2.06152, -1.55501], [-0.19138, 1.05052, -0.03403], [-1.77996, 2.27636, 0.80302], [-1.15236, 0.64264, -1.12071]],
  "lumo_energy_ha": -0.25211,
  "total_charge": 1,
  "homo_lumo_gap_ha": 0.20271
}


(3)
{
  "formula": "C31H32Cl3FeN5OSSe2",
  "method": "the ωB97M-V functional and the def2-TZVPD basis",
  "symbols": ["C", "H", "H", "H", "H", "C", "H", "H", "H", "H", "C", "H", "C", "Se", "C", "H", "H", "H", "C", "C", "O", "H", "C", "Se", "H", "H", "C", "H", "H", "C", "C", "N", "C", "C", "H", "C", "H", "H", "C", "C", "C", "C", "H", "C", "C", "N", "Cl", "C", "C", "C", "H", "H", "C", "N", "C", "H", "H", "H", "Cl", "H", "N", "H", "C", "C", "N", "S", "C", "H", "Fe", "H", "H", "C", "Cl", "C", "C", "H"],
  "coordinates": [[0.03698, 2.09451, 5.95022], [3.99390, -0.34371, -2.69923], [4.02155, 3.88453, -1.87510], [-3.84436, 5.03088, -1.32450], [-1.43045, -2.59120, -2.53919], [0.98654, 1.77450, -0.44098], [-0.43572, 2.54983, 2.37466], [3.52330, 3.12788, 0.54251], [-3.80579, -0.70677, 0.15192], [-5.07591, 3.81334, -0.95380], [1.21352, 1.74091, 5.30901], [-2.87001, -1.71005, -3.09148], [-2.31456, -2.04416, -2.22190], [-1.74701, -0.46260, -1.25685], [5.41363, 4.87481, 3.62676], [-4.05652, 4.48489, 0.35183], [1.17045, 3.98613, -1.01885], [1.73319, 5.79645, 3.43230], [-4.08968, 4.18349, -0.69020], [-0.28048, -3.69363, 0.66919], [3.18638, 4.45478, 2.85405], [-2.93592, -2.66524, -1.58335], [3.73470, 2.88319, -1.57119], [-2.74808, 2.82319, -1.05359], [1.68486, 0.79335, 5.53647], [4.74283, 1.99563, -3.17503], [3.70203, 0.45324, -2.02437], [2.69929, 2.35425, 3.89558], [3.88434, 6.33086, 3.39234], [4.13004, 1.83129, -2.29816], [0.01204, 4.17716, 4.77259], [0.88771, 3.51350, 1.04226], [2.85464, 0.21977, -1.02015], [1.18693, 3.84443, 4.10110], [7.92988, 2.70769, 3.22588], [1.51783, -3.04832, -0.63462], [-4.14256, 0.07522, -1.40283], [-4.48339, 1.71399, 0.36337], [6.48692, 5.76150, 3.98500], [-3.45894, 1.42990, 0.13160], [1.80046, 4.76628, 3.07101], [2.41257, 1.30268, -0.11836], [3.65218, 5.20044, 4.72823], [7.30971, 3.57667, 3.41428], [1.01973, -5.36583, -0.41346], [2.06791, -0.90694, -0.75179], [-0.67635, 1.02168, 7.08833], [1.46362, 3.23436, -0.28514], [0.13146, 2.47870, 1.45133], [-3.48754, 0.07443, -0.53511], [-2.88428, 1.41594, 1.05431], [1.53456, 5.48486, 1.08358], [1.77403, 2.61784, 4.39376], [0.48154, -2.71752, 0.16238], [2.94614, 2.73765, -0.29972], [0.04081, 5.17888, 1.96258], [5.29252, 2.80404, 3.00244], [-1.11314, -3.38952, 1.29098], [6.31519, 7.33430, 4.44395], [1.24072, -6.40364, -0.62935], [0.05377, 1.45221, 0.65048], [0.60221, 1.47982, -1.41779], [5.91073, 3.63888, 3.30145], [1.79566, -4.35239, -0.96756], [2.41198, -2.04019, -1.08906], [8.04623, 5.02722, 3.91630], [-0.56705, 3.31444, 5.68872], [2.47480, 0.96239, 0.91991], [0.13783, -0.66527, 0.30289], [-0.64290, -5.79435, 0.88536], [-1.47744, 3.59450, 6.20279], [1.03446, 4.78492, 1.75098], [-0.76090, 5.70275, 4.49215], [-0.02808, -5.03345, 0.42524], [3.98132, 5.27884, 3.68126], [2.61653, -4.55315, -1.64414]],
  "spin_multiplicity": 6,
  "lumo_energy_ha": [-0.32334, -0.39961],
  "total_charge": 3,
  "homo_lumo_gap_ha": [0.21535, 0.13916],
  "s_squared": 8.780
}


(4)
{
  "formula": "C5H10ClNO",
  "method": "the ωB97M-V functional and the def2-TZVPD basis",
  "symbols": ["C", "C", "H", "H", "Cl", "H", "C", "C", "H", "C", "H", "O", "H", "H", "N", "H", "H", "H"],
  "coordinates": [[1.72119, 0.44636, 0.88464], [0.08577, -1.18330, 1.44036], [-1.33616, 1.43431, -1.82959], [-1.31421, -0.87241, -2.07631], [-0.73864, 1.08947, 2.10814], [2.34688, 0.05612, 0.07026], [0.33292, -0.03299, 0.58081], [-0.31241, 1.29813, -1.38103], [-0.29184, 2.14860, -0.72544], [-1.24049, -0.98877, -1.03064], [0.28402, 1.31930, -2.22149], [0.77445, -1.49903, 2.41160], [2.10986, 0.05257, 1.84980], [-2.31585, -0.99733, -0.73719], [-0.28779, 0.05684, -0.59266], [-0.82877, -1.99327, -1.02242], [-0.79422, -1.89347, 1.21446], [1.80530, 1.55885, 1.05670]],
  "lumo_energy_ha": -0.00182,
  "homo_lumo_gap_ha": 0.34749,
  "e_above_lowest_ev": 2.169,
  "smiles": "CN(C)[C@@](C)(Cl)C=O"
}


(5)
{
  "formula": "C14H19AsCoN2O6S2SeSi",
  "method": "the ωB97M-V functional and the def2-TZVPD basis",
  "symbols": ["O", "As", "H", "H", "H", "C", "H", "C", "C", "C", "C", "C", "H", "O", "H", "S", "H", "S", "H", "C", "O", "O", "H", "H", "H", "H", "Si", "C", "H", "O", "O", "C", "Se", "C", "H", "N", "C", "C", "H", "C", "H", "N", "Co", "H", "H", "C", "H"],
  "coordinates": [[6.82041, -13.53428, 4.69032], [6.70216, -12.71499, 3.19130], [11.34561, -12.98394, 4.55580], [3.18535, -17.20366, 9.99441], [11.30066, -14.31380, 0.83204], [2.49756, -13.54946, 1.98497], [2.23341, -10.24173, 2.30000], [3.80088, -13.70406, 2.45301], [3.87036, -14.62543, 8.08342], [4.01595, -11.31706, 2.72709], [2.63331, -11.21976, 2.31821], [4.81076, -14.29668, 7.08374], [5.13515, -13.29397, 6.76664], [4.59618, -15.72611, 3.91061], [6.81740, -11.10015, 4.57969], [4.39616, -15.42028, 2.50317], [3.48510, -13.72814, 8.65063], [6.31159, -17.55361, 5.84588], [9.55074, -13.05782, 4.85158], [2.67845, -16.41484, 9.42650], [6.63195, -10.95337, 3.66778], [5.71877, -15.19854, 1.86507], [0.81184, -12.21588, 1.75339], [2.37338, -15.63362, 10.03632], [4.64373, -10.47499, 3.00166], [11.78538, -16.82706, 4.02967], [10.72928, -14.84970, 3.23633], [10.39531, -13.11304, 4.09957], [10.33248, -12.34703, 3.25072], [3.45277, -16.37719, 2.02320], [9.22353, -15.41954, 2.49021], [1.86628, -12.31944, 2.00519], [8.38530, -16.61693, 3.72860], [4.63311, -12.59400, 2.82308], [10.61361, -16.40092, 5.24905], [4.45614, -16.91351, 7.81298], [3.62219, -15.99284, 8.40827], [11.84741, -14.73667, 1.74702], [12.81052, -14.25802, 1.79465], [11.29499, -15.99320, 4.57212], [1.96180, -14.53539, 1.71852], [5.52468, -15.29460, 6.50533], [6.56160, -15.47736, 4.65214], [12.06006, -15.44915, 5.06817], [12.06934, -15.79042, 1.38894], [5.22366, -16.56216, 6.79833], [1.88678, -17.06159, 8.96638]],
  "spin_multiplicity": 5,
  "lumo_energy_ha": [0.09294, 0.01203],
  "total_charge": -1,
  "homo_lumo_gap_ha": [0.27877, 0.20138],
  "e_above_lowest_ev": 0.629,
  "s_squared": 6.018
}


(6)
{
  "formula": "C5H13BCl2N3O",
  "method": "the ωB97M-V functional and the def2-TZVPD basis",
  "symbols": ["H", "H", "Cl", "N", "Cl", "H", "H", "H", "N", "H", "H", "C", "H", "H", "C", "H", "N", "H", "H", "C", "H", "C", "B", "C", "O"],
  "coordinates": [[-0.80412, 1.80123, -0.09796], [-2.54473, 1.16956, -1.45379], [1.35166, 0.73032, 1.90818], [-0.03205, -2.15922, 1.36831], [2.27153, 0.22075, -2.21798], [-4.37442, 0.44263, -0.07922], [-1.17597, -2.06995, -1.50677], [-2.47191, -0.52880, -0.98758], [-3.50260, 0.75313, 0.32462], [3.76293, 2.11164, -0.02818], [-0.70280, -1.71973, 1.99017], [3.72106, 1.03038, -0.07104], [0.09890, -0.03252, -1.34237], [-1.24641, 0.74503, 1.18678], [-1.10402, 0.78334, 0.11866], [-3.36705, 0.20010, 1.16030], [0.04202, -0.09639, -0.32451], [4.47477, 0.65937, -0.75091], [3.96759, 0.65007, 0.91002], [-2.40336, 0.50070, -0.61659], [0.88920, -2.10076, 1.78216], [1.30960, 0.38391, 0.23799], [-0.14178, -1.61659, 0.04296], [2.39582, 0.54946, -0.53174], [-0.41386, -2.40767, -1.02149]],
  "lumo_energy_ha": -0.12172,
  "total_charge": 1,
  "homo_lumo_gap_ha": 0.37388,
  "smiles": "C/C(Cl)=C(\\Cl)[N@H+](CCN)B(N)O"
}


(7)
{
  "formula": "C15H12N3O8RuS8Sb",
  "method": "the ωB97M-V functional and the def2-TZVPD basis",
  "symbols": ["S", "C", "H", "S", "S", "H", "C", "Sb", "O", "Ru", "C", "H", "H", "C", "H", "H", "S", "H", "N", "O", "C", "C", "H", "C", "S", "O", "C", "C", "C", "N", "S", "O", "C", "H", "O", "H", "H", "O", "O", "S", "S", "C", "H", "N", "O", "C", "C", "C"],
  "coordinates": [[-0.96314, 2.00155, -2.50333], [-3.37564, -3.99043, 0.21026], [-5.11340, -2.93985, -0.49408], [2.38413, 0.45133, 0.59322], [4.44896, 0.44720, 3.84801], [0.70096, -2.79341, 0.26090], [2.26307, 3.95126, -1.19106], [3.18559, 1.71362, 2.50447], [0.18946, -1.60529, 2.60984], [0.26632, 0.27888, 1.42644], [0.21233, -2.54110, -1.83348], [1.47824, 1.20241, -3.78740], [0.47649, -3.48980, -2.26944], [-0.53100, -0.23392, -1.36221], [4.68988, 3.77569, -0.43442], [-1.55346, -4.74763, 1.06476], [-2.70629, -0.18944, 2.65938], [-3.54943, -4.87105, -0.39649], [-0.09633, -0.89512, -0.27600], [-3.97953, 0.47420, 2.56075], [-2.88861, -1.73617, 1.76623], [3.31486, 3.25498, -1.79523], [-4.66194, -0.94367, 0.90696], [1.71035, 1.97975, -3.07089], [3.80676, 3.83509, 2.02683], [-1.10169, 1.28386, -3.75657], [3.02367, 2.29883, -2.76774], [0.32655, -2.18210, -0.54775], [-2.26073, -3.93115, 1.03046], [-0.95535, 1.00410, -1.23963], [-0.43741, -1.24747, -2.79725], [-2.18707, -0.44848, 3.96633], [-4.24700, -2.91661, 0.15520], [0.13726, 4.10956, -0.96660], [-0.87899, -3.17034, 4.15329], [3.83464, 1.76463, -3.25116], [5.26085, 2.77288, -1.62549], [-1.71106, 0.55600, 1.78062], [0.27970, -3.97930, 2.16166], [0.80971, 1.67121, 3.11455], [-0.47869, -2.91711, 2.79758], [-3.99950, -1.79685, 0.93268], [2.48577, 4.68873, -0.43277], [4.63101, 3.53503, -1.42100], [-1.87901, 3.07271, -2.22718], [0.67771, 2.62985, -2.41257], [0.95613, 3.62524, -1.48274], [-1.99510, -2.81228, 1.81204]],
  "spin_multiplicity": 5,
  "lumo_energy_ha": [0.14855, 0.08779],
  "total_charge": -2,
  "homo_lumo_gap_ha": [0.27377, 0.21189],
  "e_above_lowest_ev": 0.000,
  "s_squared": 6.030
}